Computed, not measured: 2 unconnected molecules or ions with the total composition C5H5Cl, with the ωB97M-V functional and the def2-TZVPD basis.

energy above the lowest of the compared OMol25 structures with the same formula, charge and spin = 4.906 eV
LUMO level (spin up / spin down) = 0.8313 / -2.4083 eV
multiplicity = 3
Kohn-Sham gap (spin up / spin down) = 0.182 / 0.277 hartree
total energy = -653.322762 hartree
expectation value of S² = 2.00

Bonds (Å) are listed after each position.
Geometry (Å):
1 C 2.27 -1.15 -0.74  C4 1.213, H7 1.121
2 C -0.63 0.83 1.61  C3 1.188, H8 1.078
3 C -1.21 0.54 0.62  C2 1.188, C5 1.467
4 C 2.54 -0.18 -0.07  C1 1.213, Cl6 1.587
5 C -1.79 -0.02 -0.61  C3 1.467, H9 1.183, H10 1.086, H11 1.080
6 Cl 2.77 1.12 0.81  C4 1.587
7 H 2.12 -1.93 -1.54  C1 1.121
8 H -0.28 1.14 2.58  C2 1.078
9 H -2.96 0.17 -0.66  C5 1.183
10 H -1.50 -1.07 -0.59  C5 1.086
11 H -1.34 0.54 -1.42  C5 1.080


Computed, not measured: C17H18N8O2S in the gas phase, with the ωB97M-V functional and the def2-TZVPD basis.

SMILES = CCOC(=O)c1cnc(SCc2nc(N)nc(Nc3ccccc3)n2)nc1N
energy above the lowest of the compared OMol25 structures with the same formula, charge and spin = 0.035 eV
LUMO level = 0.4669 eV
Kohn-Sham gap = 0.321 hartree
total energy = -1645.459416 hartree

Bonds (Å) are listed after each position.
Geometry (Å):
1 C 5.53 3.59 0.84  C2 1.517, H29 1.087, H30 1.086, H31 1.087
2 C 4.21 3.35 0.13  C1 1.517, O3 1.428, H32 1.096, H33 1.096
3 O 3.99 1.94 0.05  C2 1.428, C4 1.336
4 C 2.83 1.56 -0.48  O3 1.336, O5 1.219, C6 1.461
5 O 1.99 2.36 -0.88  C4 1.219
6 C 2.67 0.11 -0.53  C4 1.461, C7 1.393, C27 1.426
7 C 3.65 -0.78 -0.08  C6 1.393, N8 1.318, H34 1.081
8 N 3.49 -2.09 -0.07  C7 1.318, C9 1.331
9 C 2.33 -2.54 -0.53  N8 1.331, S10 1.735, N26 1.319
10 S 2.06 -4.25 -0.42  C9 1.735, C11 1.822
11 C 0.29 -4.30 -0.84  S10 1.822, C12 1.495, H35 1.088, H36 1.090
12 C -0.47 -3.24 -0.10  C11 1.495, N13 1.322, N25 1.322
13 N -0.13 -3.02 1.16  C12 1.322, C14 1.335
14 C -0.79 -2.03 1.76  N13 1.335, N15 1.340, N16 1.334
15 N -0.47 -1.75 3.03  C14 1.340, H37 1.003, H38 1.003
16 N -1.74 -1.29 1.18  C14 1.334, C17 1.327
17 C -2.04 -1.64 -0.06  N16 1.327, N18 1.354, N25 1.343
18 N -3.00 -1.00 -0.77  C17 1.354, C19 1.391, H39 1.012
19 C -3.81 0.08 -0.44  N18 1.391, C20 1.392, C24 1.395
20 C -3.69 0.78 0.75  C19 1.392, C21 1.383, H40 1.076
21 C -4.52 1.86 1.00  C20 1.383, C22 1.385, H41 1.080
22 C -5.47 2.26 0.07  C21 1.385, C23 1.385, H42 1.079
23 C -5.59 1.56 -1.12  C22 1.385, C24 1.381, H43 1.080
24 C -4.76 0.48 -1.38  C19 1.395, C23 1.381, H44 1.081
25 N -1.44 -2.63 -0.74  C12 1.322, C17 1.343
26 N 1.35 -1.82 -1.04  C9 1.319, C27 1.333
27 C 1.48 -0.49 -1.04  C6 1.426, N26 1.333, N28 1.333
28 N 0.48 0.23 -1.55  C27 1.333, H45 1.012, H46 1.005
29 H 6.34 3.12 0.29  C1 1.087
30 H 5.72 4.65 0.91  C1 1.086
31 H 5.50 3.16 1.84  C1 1.087
32 H 4.22 3.77 -0.88  C2 1.096
33 H 3.38 3.81 0.68  C2 1.096
34 H 4.59 -0.41 0.30  C7 1.081
35 H 0.15 -4.16 -1.91  C11 1.088
36 H -0.05 -5.29 -0.54  C11 1.090
37 H -0.93 -0.99 3.50  N15 1.003
38 H 0.26 -2.28 3.47  N15 1.003
39 H -3.16 -1.42 -1.68  N18 1.012
40 H -2.96 0.47 1.47  C20 1.076
41 H -4.42 2.40 1.93  C21 1.080
42 H -6.11 3.10 0.27  C22 1.079
43 H -6.32 1.86 -1.86  C23 1.080
44 H -4.86 -0.06 -2.31  C24 1.081
45 H 0.56 1.24 -1.52  N28 1.012
46 H -0.35 -0.25 -1.86  N28 1.005


Computed, not measured: 2 unconnected molecules or ions with the total composition C3H5NO2, with the ωB97M-V functional and the def2-TZVPD basis.

SMILES = [H]/N=C/C.O=C=O
energy above the lowest of the compared OMol25 structures with the same formula, charge and spin = 0.312 eV
LUMO level = 0.8636 eV
Kohn-Sham gap = 0.411 hartree
total energy = -322.562864 hartree

Bonds (Å) are listed after each position.
Geometry (Å):
1 H 0.60 -1.48 1.47  N2 1.017
2 N 0.42 -0.65 0.91  H1 1.017, C3 1.269
3 C -0.80 -0.52 0.59  N2 1.269, C4 1.495, H5 1.092
4 C -1.25 0.60 -0.29  C3 1.495, H6 1.093, H7 1.090, H8 1.096
5 H -1.57 -1.23 0.89  C3 1.092
6 H -1.04 0.25 -1.31  C4 1.093
7 H -0.66 1.50 -0.13  C4 1.090
8 H -2.32 0.84 -0.18  C4 1.096
9 O 3.04 -0.40 -0.09  C10 1.165
10 C 2.21 0.24 -0.63  O9 1.165, O11 1.168
11 O 1.48 0.90 -1.25  C10 1.168


Computed, not measured: C3H5Cl in the gas phase, with the ωB97M-V functional and the def2-TZVPD basis.

SMILES = C=C(C)Cl
energy above the lowest of the compared OMol25 structures with the same formula, charge and spin = 0.772 eV
LUMO level = 1.0378 eV
Kohn-Sham gap = 0.389 hartree
total energy = -577.444819 hartree

Bonds (Å) are listed after each position.
Geometry (Å):
1 C 1.11 0.22 -0.89  C2 1.326, H5 1.001, H6 1.162
2 C 0.34 0.41 0.18  C1 1.326, C3 1.601, Cl4 1.712
3 C -1.04 -0.38 0.36  C2 1.601, H7 1.009, H8 1.182, H9 1.189
4 Cl 0.82 1.27 1.58  C2 1.712
5 H 2.05 0.58 -0.90  C1 1.001
6 H 0.84 -0.50 -1.76  C1 1.162
7 H -0.95 -1.34 0.04  C3 1.009
8 H -1.19 -0.41 1.53  C3 1.182
9 H -1.98 0.14 -0.14  C3 1.189